{
  "formula": "C51H53CsN10P2S2",
  "method": "wB97M-V/def2-TZVPD",
  "elements": ["Cs", "C", "C", "C", "C", "C", "N", "C", "C", "C", "C", "C", "C", "C", "N", "C", "C", "C", "N", "C", "C", "N", "C", "C", "C", "N", "H", "H", "H", "H", "H", "H", "H", "H", "H", "H", "H", "H", "H", "H", "H", "H", "H", "H", "S", "P", "C", "P", "S", "C", "C", "C", "C", "C", "C", "C", "C", "C", "C", "C", "C", "C", "C", "C", "C", "C", "C", "C", "C", "C", "C", "C", "C", "H", "H", "H", "H", "H", "H", "H", "H", "H", "H", "H", "H", "H", "H", "H", "H", "H", "H", "H", "H", "C", "N", "C", "N", "C", "N", "C", "N", "C", "C", "H", "H", "H", "H", "H", "H", "H", "H", "H", "H", "H", "H", "N", "H", "H", "H"],
  "coordinates": [[0.0194, 0.2625, 0.8313], [-0.1961, 4.9506, 7.3450], [-0.7776, 4.3285, 6.0997], [-2.0507, 3.7592, 6.0923], [-2.5387, 3.1303, 4.9694], [-1.8028, 3.0128, 3.7561], [-2.2386, 2.2382, 2.7480], [-3.5333, 2.1883, 2.3868], [-4.3011, 3.3740, 2.2194], [-5.5882, 3.3765, 1.7297], [-6.2209, 2.1917, 1.3541], [-7.6122, 2.1736, 0.7714], [-5.5095, 1.0153, 1.5321], [-4.2226, 0.9873, 2.0584], [-3.6761, -0.2935, 2.3595], [-4.3785, -1.3225, 2.8984], [-3.5086, -2.3805, 3.0301], [-2.2821, -1.8871, 2.5498], [-2.4001, -0.6299, 2.1523], [-0.5541, 3.7039, 3.7523], [-0.0605, 4.2878, 4.9141], [0.1752, 3.9225, 2.5491], [0.9133, 5.0303, 2.2726], [1.3759, 4.9025, 0.9847], [0.8413, 3.6800, 0.5398], [0.1263, 3.1011, 1.4915], [-0.9852, 5.1765, 8.0642], [0.3360, 5.8773, 7.1170], [0.5141, 4.2773, 7.8360], [-2.6570, 3.7971, 6.9933], [-3.5166, 2.6639, 4.9937], [-3.8172, 4.3089, 2.4765], [-6.1146, 4.3199, 1.6140], [-8.0642, 3.1650, 0.8262], [-8.2587, 1.4735, 1.3069], [-7.5993, 1.8683, -0.2787], [-5.9754, 0.0751, 1.2518], [-5.4160, -1.2239, 3.1654], [-3.7245, -3.3577, 3.4276], [-1.3343, -2.4002, 2.4829], [0.9253, 4.7414, 4.8930], [1.0422, 5.8312, 2.9789], [1.9900, 5.5985, 0.4393], [0.9534, 3.2225, -0.4348], [1.3952, 1.8123, -2.6408], [2.4859, 0.2714, -2.0343], [1.5488, -0.8879, -1.2382], [2.2859, -2.1225, -0.3458], [1.2718, -2.6681, 1.2763], [4.0453, -1.9866, 0.1590], [5.0861, -2.3468, -0.6951], [6.4063, -2.1986, -0.3012], [6.7094, -1.6724, 0.9453], [5.6795, -1.3007, 1.7976], [4.3586, -1.4594, 1.4087], [2.3217, -3.7487, -1.2372], [3.0919, -4.8413, -0.8487], [2.9178, -6.0731, -1.4623], [1.9752, -6.2326, -2.4697], [1.2050, -5.1473, -2.8668], [1.3794, -3.9174, -2.2500], [3.9140, 1.0170, -1.1167], [3.6026, 1.5753, 0.1211], [4.5570, 2.2325, 0.8763], [5.8564, 2.3445, 0.4011], [6.1841, 1.7788, -0.8210], [5.2238, 1.1135, -1.5736], [3.3798, -0.2600, -3.5850], [3.7991, 0.6419, -4.5632], [4.3617, 0.1899, -5.7467], [4.5078, -1.1725, -5.9842], [4.0821, -2.0793, -5.0263], [3.5175, -1.6187, -3.8437], [4.8616, -2.7660, -1.6687], [7.2027, -2.4823, -0.9810], [7.7437, -1.5456, 1.2437], [5.9082, -0.8852, 2.7726], [3.5511, -1.2037, 2.0844], [3.8242, -4.7254, -0.0580], [3.5157, -6.9215, -1.1460], [1.8416, -7.1993, -2.9423], [0.4753, -5.2596, -3.6610], [0.8016, -3.0474, -2.5485], [2.5865, 1.4906, 0.4764], [4.2781, 2.6602, 1.8331], [6.6132, 2.8587, 0.9829], [7.2012, 1.8480, -1.1926], [5.5035, 0.6669, -2.5189], [3.6707, 1.7037, -4.3918], [4.6763, 0.9016, -6.5027], [4.9430, -1.5223, -6.9139], [4.1746, -3.1459, -5.2009], [3.1534, -2.3176, -3.1058], [-3.9092, -1.1441, -1.1086], [-4.7409, -1.9195, -2.0495], [-4.4597, -3.3395, -1.8205], [-3.0474, -3.6765, -1.9969], [-2.2635, -2.8502, -1.0594], [-2.4900, -1.4260, -1.2828], [-2.1053, -1.0952, -2.6545], [-2.8852, -1.8782, -3.6321], [-4.3012, -1.5873, -3.4100], [-2.6584, -3.2966, -3.3576], [-4.2025, -1.4092, -0.0886], [-4.0928, -0.0789, -1.2671], [-5.0560, -3.9353, -2.5198], [-4.7567, -3.5950, -0.7996], [-1.2017, -3.0737, -1.1816], [-2.5544, -3.1044, -0.0375], [-1.0396, -1.2933, -2.7901], [-2.2883, -0.0355, -2.8367], [-4.9003, -2.1638, -4.1229], [-4.4708, -0.5219, -3.5808], [-1.5972, -3.5173, -3.4946], [-3.2378, -3.8930, -4.0707], [-2.6387, 2.4408, -1.7732], [-2.3421, 3.4094, -1.7347], [-1.7900, 1.9067, -1.9359], [-2.9435, 2.2079, -0.8311]],
  "atomic_forces_ev_per_a": [[-0.82, 0.60, 0.26], [0.01, -0.13, -0.11], [-0.04, 0.09, 0.11], [0.07, 0.04, -0.03], [0.05, 0.03, -0.05], [-0.19, -0.01, 0.05], [0.13, -0.21, -0.11], [0.06, 0.22, 0.07], [-0.01, -0.06, 0.03], [-0.03, -0.06, -0.03], [-0.12, 0.01, 0.03], [0.15, -0.03, -0.02], [0.05, -0.05, -0.04], [-0.03, 0.28, -0.08], [-0.23, -0.16, 0.25], [0.12, -0.14, 0.01], [-0.10, 0.03, 0.02], [-0.16, -0.07, 0.10], [-0.20, -0.15, -0.03], [-0.21, -0.11, 0.20], [0.05, -0.02, -0.05], [0.06, 0.29, -0.02], [0.12, 0.03, -0.17], [-0.10, 0.08, 0.12], [0.10, 0.24, 0.00], [0.12, 0.20, 0.02], [0.02, 0.04, 0.02], [0.00, 0.01, 0.04], [0.00, 0.04, 0.03], [-0.01, -0.02, -0.01], [0.00, -0.01, -0.01], [0.01, 0.00, 0.02], [0.02, 0.00, 0.00], [-0.03, 0.00, 0.00], [-0.04, 0.02, -0.01], [-0.04, 0.02, 0.00], [0.04, -0.03, 0.01], [-0.01, 0.09, -0.02], [0.01, 0.01, 0.00], [0.07, 0.08, -0.11], [0.01, -0.01, -0.06], [-0.09, -0.05, 0.07], [0.01, -0.02, -0.01], [0.01, -0.14, 0.04], [-0.45, 0.74, -0.13], [-0.15, -0.56, -0.27], [2.11, -0.58, -0.54], [-0.36, -0.05, -0.75], [-0.16, -0.54, 0.93], [0.12, 0.13, -0.03], [-0.11, 0.00, 0.05], [0.13, 0.00, -0.11], [0.02, 0.01, -0.02], [0.04, 0.06, 0.06], [0.05, -0.07, -0.03], [-0.25, 0.03, -0.13], [-0.04, 0.04, -0.05], [0.09, -0.07, 0.04], [-0.05, -0.01, -0.05], [0.05, -0.05, 0.00], [0.10, -0.01, -0.05], [-0.18, -0.09, 0.14], [0.14, -0.01, -0.07], [-0.13, 0.07, 0.10], [0.07, -0.01, -0.01], [0.10, 0.00, 0.02], [-0.07, -0.06, 0.02], [-0.27, -0.26, -0.07], [0.09, 0.02, 0.06], [0.05, 0.03, -0.07], [0.01, -0.04, 0.01], [0.04, -0.04, -0.06], [0.05, 0.14, 0.08], [0.03, 0.05, -0.01], [-0.01, -0.01, 0.02], [-0.01, 0.00, 0.02], [-0.01, 0.01, -0.01], [-0.01, 0.01, -0.02], [-0.05, -0.03, 0.03], [0.01, 0.02, -0.01], [0.01, 0.01, 0.00], [-0.02, 0.00, 0.03], [0.02, 0.01, 0.00], [-0.01, 0.11, 0.11], [0.03, 0.01, -0.02], [-0.02, 0.00, 0.01], [-0.01, -0.01, 0.00], [0.00, 0.00, -0.01], [-0.08, 0.00, 0.02], [0.01, 0.02, 0.03], [-0.01, 0.01, 0.00], [-0.01, 0.01, 0.01], [-0.03, -0.07, -0.02], [-0.03, -0.08, -0.01], [-0.07, 0.02, 0.02], [0.01, 0.00, 0.00], [0.00, -0.07, 0.01], [0.06, -0.06, -0.01], [0.15, 0.23, 0.17], [0.04, -0.06, -0.09], [0.01, 0.04, -0.08], [0.03, -0.02, 0.03], [-0.01, 0.00, 0.00], [0.02, 0.03, 0.00], [0.01, 0.00, -0.01], [0.00, 0.01, 0.00], [0.01, 0.01, -0.01], [-0.01, 0.04, 0.03], [0.01, 0.02, -0.01], [0.01, 0.03, 0.07], [0.00, -0.01, 0.00], [0.01, 0.00, 0.01], [0.00, -0.01, -0.01], [-0.01, 0.01, 0.01], [0.00, 0.00, 0.01], [-0.07, -0.09, 0.08], [0.02, 0.02, 0.02], [0.13, 0.02, -0.03], [0.01, 0.03, 0.02]],
  "homo_lumo_gap_ev": 5.59,
  "total_charge": -2,
  "relative_energy_kj_mol": 84.9
}